Formula: C3H6N
Source: OMol25
Level of theory: ωB97M-V/def2-TZVPD

Computed properties:
**LUMO**: -3.72 eV
**Net charge**: +1
**2S+1**: 1
**Structure (SMILES)**: C1[C@@H]2[NH2+][C@H]12

Last column: natural (NBO) charge in e.
Element x y z (Å)
C 1.22663 -0.04847 -0.24424  -0.359
C 0.14951 -0.34382 0.69696  -0.020
N -0.99273 -0.33728 -0.25868  -0.543
C -0.23109 0.86693 -0.08588  -0.058
H 1.42397 -0.73368 -1.10645  0.259
H 1.99451 0.56343 0.29941  0.265
H 0.13099 -0.51267 1.73069  0.267
H -1.92685 -0.31598 0.30270  0.442
H -1.19481 -1.00646 -1.08348  0.454
H -0.58012 1.86799 -0.25105  0.292